1.
Formula: C2H2BrFNO2Pb
Source: OMol25
Level of theory: ωB97M-V/def2-TZVPD

```
10
Properties=species:S:1:pos:R:3:lowdin_charge:R:1
N 0.859 0.088 0.622 0.0191
C -0.218 0.057 -0.286 -0.8809
F -0.149 1.262 -0.951 -0.0483
Br -0.013 -1.382 -1.574 0.9093
C -1.601 -0.077 0.427 -0.7712
O -1.779 -0.957 1.257 0.0523
O -2.399 0.769 0.108 0.1356
H 0.911 -0.742 1.220 0.1496
H 1.664 0.005 -0.005 -0.3346
Pb 2.725 0.976 -0.817 1.7692
```

## Properties
F_max = 4.48 eV/Å
LUMO level = -0.315 Ha
Total charge = +1
HOMO = -12.32 eV
Calculated total energy = -85685.29112 eV

2.
Formula: C31H35BCoN2O10P2S
Source: OMol25
Level of theory: ωB97M-V/def2-TZVPD

```
83
Properties=species:S:1:pos:R:3:lowdin_charge:R:1
Co 1.003 -0.384 0.140 0.7974
O 2.928 2.904 -1.593 -0.1674
P 3.020 1.289 -1.824 0.2034
O 4.301 0.985 -2.476 -0.2766
O 2.662 0.699 -0.471 -0.3503
O 1.736 1.057 -2.753 -0.2682
P 0.870 -0.288 -3.083 0.2212
O -0.572 0.389 -3.379 -0.1381
O 1.357 -0.969 -4.284 -0.2682
O 0.721 -1.024 -1.766 -0.3335
H 3.598 3.310 -2.145 0.0587
H -0.987 0.574 -2.526 0.0123
N 2.132 1.916 1.779 0.0150
C 2.116 2.764 2.816 -0.0963
C 1.086 2.368 3.643 -0.0690
C 0.536 1.244 3.010 -0.1441
N 1.187 0.972 1.887 -0.0015
H 2.736 1.815 0.954 0.1170
H 2.830 3.570 2.884 0.1157
H 0.778 2.825 4.570 0.0928
H -0.276 0.605 3.321 0.1157
O -0.590 1.078 -0.416 -0.5245
S -0.203 2.538 -0.390 1.0648
C -1.105 3.222 1.001 -0.3720
C -0.692 4.431 1.525 -0.0843
C -1.374 4.964 2.611 -0.0812
C -2.439 4.271 3.165 -0.0849
C -2.827 3.046 2.639 -0.0675
C -2.156 2.511 1.550 -0.0753
C -1.175 3.275 -1.694 -0.3618
C -0.572 4.254 -2.462 -0.0633
C -1.294 4.833 -3.497 -0.0687
C -2.590 4.417 -3.753 -0.0774
C -3.175 3.422 -2.980 -0.0633
C -2.467 2.845 -1.940 -0.0659
H 0.159 4.949 1.095 0.1171
H -1.060 5.910 3.033 0.1035
H -2.962 4.679 4.020 0.1005
H -3.648 2.499 3.087 0.1058
H -2.411 1.536 1.145 0.1139
H 0.459 4.530 -2.274 0.1109
H -0.832 5.590 -4.119 0.1051
H -3.144 4.855 -4.574 0.1026
H -4.180 3.087 -3.200 0.1065
H -2.898 2.052 -1.335 0.1154
C 5.202 -2.772 0.522 -0.1122
C 4.273 -2.994 -0.490 -0.0845
C 2.918 -2.861 -0.231 -0.0347
C 2.447 -2.494 1.039 -0.1480
C 1.012 -2.246 1.302 -0.1575
C 0.642 -2.017 2.692 -0.1101
C 1.577 -1.862 3.679 -0.1467
C 2.947 -1.930 3.396 -0.0627
C 3.395 -2.274 2.077 -0.1861
C 4.763 -2.425 1.785 -0.0622
H 6.265 -2.858 0.324 0.0889
H 4.597 -3.246 -1.494 0.0996
H 2.207 -3.006 -1.035 0.1050
H -0.418 -1.964 2.926 0.1010
H 1.253 -1.677 4.701 0.0911
H 3.685 -1.783 4.177 0.0850
H 5.483 -2.252 2.581 0.0968
C -2.457 -1.694 -1.223 -0.0100
C -2.251 -2.943 -0.369 -0.4664
C -3.593 -3.453 0.128 -0.0169
O -1.459 -2.552 0.760 0.1042
B -0.120 -2.846 0.464 -0.6541
O -0.037 -3.686 -0.626 0.1276
C -1.357 -4.022 -1.067 -0.4626
C -1.379 -3.971 -2.585 0.0042
C -1.642 -5.438 -0.583 -0.0151
H -2.932 -0.932 -0.598 0.0884
H -3.095 -1.889 -2.089 0.0958
H -1.492 -1.322 -1.572 0.0528
H -4.135 -2.633 0.604 0.0854
H -3.466 -4.248 0.861 0.0803
H -4.202 -3.829 -0.700 0.0908
H -1.012 -3.012 -2.950 0.0844
H -2.389 -4.145 -2.969 0.0916
H -0.723 -4.749 -2.980 0.0936
H -1.593 -5.496 0.506 0.0951
H -0.879 -6.103 -0.991 0.0915
H -2.622 -5.792 -0.910 0.0845
```

## Properties
F_max = 0.53 eV/Å
LUMO level (alpha / beta) = 0.075 / 0.075 Ha
Total charge = -1
Expectation value of S² = 6.031
HOMO (alpha / beta) = -2.04 / -4.76 eV
Spin multiplicity = 5
Calculated total energy = -123899.50233 eV

3.
Formula: C28H40ClNO3PtSSe
Source: OMol25
Level of theory: ωB97M-V/def2-TZVPD

```
76
Properties=species:S:1:pos:R:3:lowdin_charge:R:1
Pt 1.371 -1.368 -1.296 0.5492
C 1.513 5.420 -3.826 -0.0582
C 1.080 5.451 -2.352 -0.5609
C -0.403 5.837 -2.283 -0.0593
C 1.890 6.542 -1.649 -0.0791
C 1.295 4.074 -1.724 -0.1902
C 0.641 2.962 -2.242 -0.0889
C 0.846 1.701 -1.715 -0.3889
Se -0.092 0.163 -2.391 1.0809
C -1.791 0.360 -1.479 -0.3582
C -2.484 1.529 -1.729 -0.1019
C -3.728 1.786 -1.169 -0.2054
C -4.260 0.774 -0.357 -0.0078
C -3.617 -0.419 -0.090 -0.0974
C -2.300 -0.697 -0.648 -0.4361
O -1.683 -1.769 -0.437 -0.1394
C -4.253 -1.489 0.800 -0.5445
C -3.357 -1.745 2.022 -0.0519
C -5.636 -1.082 1.316 -0.0930
C -4.423 -2.795 0.007 -0.0523
C -4.422 3.125 -1.408 -0.5622
C -3.626 4.247 -0.723 -0.0526
C -4.507 3.428 -2.912 -0.0621
C -5.847 3.148 -0.851 -0.0822
C 1.772 1.459 -0.679 -0.3911
O 2.046 0.262 -0.254 -0.3474
C 2.405 2.598 -0.098 -0.0902
C 2.149 3.850 -0.639 0.0091
C 3.358 2.403 1.083 -0.5373
C 3.906 3.733 1.609 -0.0885
C 2.616 1.714 2.239 -0.0435
C 4.559 1.540 0.658 -0.0435
H 1.379 6.404 -4.289 0.0736
H 0.928 4.696 -4.394 0.0756
H 2.564 5.135 -3.909 0.0866
H -0.572 6.817 -2.744 0.0770
H -0.744 5.875 -1.247 0.0840
H -1.021 5.107 -2.808 0.0674
H 1.714 7.502 -2.142 0.0750
H 2.961 6.331 -1.687 0.0821
H 1.599 6.643 -0.602 0.0832
H -0.040 3.069 -3.080 0.0956
H -2.024 2.276 -2.371 0.0790
H -5.234 0.935 0.085 0.0736
H -3.296 -0.844 2.639 0.0809
H -2.356 -2.022 1.697 0.0764
H -3.774 -2.554 2.634 0.0724
H -5.590 -0.183 1.937 0.0761
H -6.039 -1.893 1.930 0.0724
H -6.338 -0.900 0.497 0.0763
H -3.459 -3.139 -0.362 0.0736
H -5.089 -2.635 -0.845 0.0817
H -4.863 -3.569 0.647 0.0720
H -2.592 4.253 -1.070 0.0578
H -3.606 4.088 0.358 0.0873
H -4.067 5.230 -0.924 0.0759
H -3.515 3.504 -3.359 0.0669
H -5.027 4.377 -3.087 0.0719
H -5.045 2.632 -3.430 0.0856
H -5.855 3.000 0.230 0.0772
H -6.464 2.370 -1.306 0.0839
H -6.308 4.118 -1.061 0.0732
H 2.652 4.700 -0.200 0.0759
H 3.107 4.392 1.958 0.0798
H 4.486 4.264 0.850 0.0765
H 4.569 3.531 2.455 0.0745
H 1.793 2.343 2.589 0.0849
H 3.302 1.547 3.076 0.0763
H 2.215 0.755 1.920 0.0805
H 5.100 2.024 -0.160 0.0835
H 4.234 0.555 0.330 0.0718
H 5.247 1.424 1.503 0.0754
O -0.339 -5.157 -2.666 -0.6311
S 0.072 -4.058 -1.770 0.6212
N 0.751 -2.908 -2.423 -0.6347
Cl 2.968 -2.667 -0.186 -0.2740
```

## Properties
F_max = 0.18 eV/Å
LUMO level = 0.149 Ha
Total charge = -2
HOMO = -1.50 eV
Calculated total energy = -129272.14735 eV

4.
Formula: C7H10NO4S
Source: OMol25
Level of theory: ωB97M-V/def2-TZVPD

```
23
Properties=species:S:1:pos:R:3:lowdin_charge:R:1
C -2.646 1.698 0.269 -0.3282
C -3.238 0.626 -0.460 -0.2162
C -1.252 -0.285 -1.269 -0.1137
C 2.358 -0.225 -0.701 -0.2003
C 1.600 0.912 -0.132 -0.1895
C 1.684 -1.511 -0.094 -0.2077
C 1.191 0.287 1.239 -0.1780
N 0.726 -1.041 0.865 -0.2433
O -0.779 -2.441 -0.345 -0.3796
O -1.695 -0.972 1.450 -0.3212
O -1.365 1.854 0.252 -0.1591
O -2.454 0.091 -1.430 -0.1251
S -0.863 -1.113 0.277 0.6360
H -3.353 2.373 0.891 0.1146
H -4.357 0.727 -0.752 0.1068
H 2.300 -0.310 -1.800 0.1056
H 3.424 -0.200 -0.541 0.0860
H 2.114 1.889 -0.083 0.1143
H 0.756 1.075 -0.788 0.0681
H 1.048 -2.083 -0.791 0.0940
H 2.453 -2.117 0.420 0.1153
H 1.999 -0.077 1.846 0.1121
H 0.351 0.846 1.679 0.1093
```

## Properties
F_max = 4.82 eV/Å
LUMO level = 0.135 Ha
Total charge = -1
HOMO = -3.38 eV
Calculated total energy = -27932.11931 eV